one.
Entry from OMol25: 5 unconnected molecules or ions with the total composition C3H16O4 (the ωB97M-V functional and the def2-TZVPD basis).

CARTESIAN COORDINATES (ANGSTROEM)
C -0.182 0.327 2.809
C 0.085 -0.791 1.847
C 1.415 -1.622 2.006
H -0.072 0.099 3.874
H -1.135 0.795 2.649
H 0.465 1.159 2.597
H 0.019 -0.694 0.768
H -0.670 -1.566 2.103
H 2.003 -1.613 2.895
H 1.282 -2.649 1.793
H 2.070 -1.345 1.174
O 0.937 -0.643 -3.317
H 1.012 -0.217 -2.449
H -0.013 -0.829 -3.313
O 0.781 1.541 -0.729
H 0.245 2.030 -0.072
H 1.599 1.985 -0.470
O -0.667 1.090 -3.052
H -0.726 1.532 -2.150
H 0.146 1.576 -3.365
O -3.101 0.207 -1.991
H -3.350 -0.591 -1.519
H -2.142 0.218 -2.088

Results
SMILES string: CCC.O.O.O.O

Computed Mulliken charges, given in elementary charges: -1.22, 0.13, -1.17, 0.34, 0.35, 0.30, 0.10, 0.21, 0.36, 0.35, 0.26, -0.67, 0.33, 0.32, -0.55, 0.30, 0.27, -0.73, 0.30, 0.34, -0.63, 0.32, 0.40


two.
Entry from OMol25: 5 unconnected molecules or ions with the total composition C3H16O4 (the ωB97M-V functional and the def2-TZVPD basis).

CARTESIAN COORDINATES (ANGSTROEM)
C 2.820 1.083 1.870
C 1.451 1.082 1.152
C 0.447 0.281 1.916
H 2.982 2.030 2.422
H 3.520 1.130 1.027
H 3.031 0.181 2.469
H 1.518 0.646 0.146
H 1.144 2.134 1.094
H 0.245 -0.765 1.584
H 0.626 0.034 2.975
H -0.553 0.725 1.940
O 4.981 -3.591 1.459
H 5.478 -2.862 1.080
H 4.068 -3.433 1.212
O -0.343 -4.852 -3.676
H 0.596 -5.024 -3.513
H -0.685 -4.005 -3.928
O -4.096 2.628 -2.535
H -4.986 2.317 -2.655
H -4.190 3.290 -1.837
O -4.596 3.578 0.316
H -3.793 3.608 0.850
H -5.269 3.189 0.874

Results
SMILES string: CCC.O.O.O.O

Computed Mulliken charges, given in elementary charges: -1.04, -0.11, -1.12, 0.28, 0.29, 0.32, 0.27, 0.24, 0.30, 0.32, 0.27, -0.64, 0.32, 0.32, -0.65, 0.33, 0.32, -0.64, 0.30, 0.33, -0.62, 0.32, 0.31


two wins, 8.3 kcal/mol ahead of the next structure.


one.
Entry from OMol25: 2 unconnected molecules or ions with the total composition C3H13N4 (the ωB97M-V functional and the def2-TZVPD basis).

CARTESIAN COORDINATES (ANGSTROEM)
N -1.034 -1.968 0.925
C -0.371 -1.087 0.089
N 0.763 -1.833 -0.475
N -1.598 -0.413 -0.705
H -1.951 -1.570 1.103
H -1.156 -2.811 0.376
H 1.336 -1.984 0.355
H 0.359 -2.749 -0.665
H -1.003 0.222 -1.238
H -1.718 -1.212 -1.333
C 1.319 1.584 1.165
N 1.114 1.476 -0.294
C -0.054 2.265 -0.675
H 1.469 2.633 1.416
H 0.465 1.197 1.730
H 2.196 1.000 1.448
H 0.915 0.478 -0.481
H -0.954 2.024 -0.095
H -0.269 2.088 -1.735
H 0.194 3.328 -0.549

Results
Charge: +1

Computed Mulliken charges, given in elementary charges: -0.51, 0.40, -0.50, -0.51, 0.32, 0.30, 0.32, 0.32, 0.20, 0.34, -0.82, -0.29, -1.09, 0.36, 0.31, 0.32, 0.37, 0.43, 0.40, 0.34


two.
Entry from OMol25: a gas-phase ion, C3H13N4 (charge +1) (the ωB97M-V functional and the def2-TZVPD basis).

CARTESIAN COORDINATES (ANGSTROEM)
C 1.164 -0.916 1.707
N 0.399 0.308 1.161
N 0.360 0.501 -0.219
C 1.642 0.904 -0.726
N -0.831 1.009 -0.874
C -1.939 0.175 -0.493
N -1.496 -1.132 -0.929
H 0.524 -1.523 2.297
H 1.594 -1.395 0.843
H 1.951 -0.615 2.336
H 0.607 1.134 1.741
H 2.347 0.035 -1.054
H 1.525 1.575 -1.605
H 2.156 1.382 0.094
H -0.994 2.032 -0.785
H -2.767 0.758 -1.014
H -2.108 0.177 0.592
H -1.438 -1.224 -1.966
H -2.140 -1.989 -0.704
H -0.558 -1.197 -0.403

Results
Charge: +1
SMILES string: CNN(C)NC[NH3+]

Computed Mulliken charges, given in elementary charges: -0.87, -0.32, 0.04, -0.92, -0.42, -0.50, -0.27, 0.26, 0.37, 0.36, 0.29, 0.25, 0.32, 0.30, 0.28, 0.38, 0.34, 0.37, 0.39, 0.37


two wins, 41.8 kcal/mol ahead of the next structure.


one.
Entry from OMol25: a molecular structure, C3H3AgLiO3 (the ωB97M-V functional and the def2-TZVPD basis).

CARTESIAN COORDINATES (ANGSTROEM)
C 0.807 -1.138 -0.158
C 1.483 -1.333 0.887
H 1.470 -2.386 0.307
H 0.314 -1.554 -1.053
H 2.039 -0.848 1.686
C -0.961 1.173 -0.348
O -1.790 0.564 0.347
O -1.431 2.004 -1.213
Ag -4.051 0.418 0.503
O 0.304 0.971 -0.378
Li 1.818 2.128 -0.581

Results
Spin multiplicity: 2
Charge: +2

Computed Mulliken charges, given in elementary charges: -0.18, -0.09, 0.33, 0.42, 0.39, 0.86, -0.55, -0.26, 0.89, -0.74, 0.94


two.
Entry from OMol25: a molecular structure, C3H3AgLiO3 (the ωB97M-V functional and the def2-TZVPD basis).

CARTESIAN COORDINATES (ANGSTROEM)
O -0.829 -0.482 0.308
C 0.143 0.373 0.989
C 0.592 1.310 0.034
O 0.801 -0.523 -1.137
C -0.364 -0.923 -0.920
O -1.271 -1.467 -1.575
Ag -2.608 -1.582 -0.061
H -0.012 0.496 2.059
H 1.384 2.014 0.294
H -0.007 1.794 -0.741
Li 2.171 -1.011 0.750

Results
Spin multiplicity: 2
Charge: +2

Computed Mulliken charges, given in elementary charges: -0.38, -0.50, -0.01, -0.51, 1.20, -0.60, 0.74, 0.52, 0.27, 0.29, 0.98


one wins, 16.3 kcal/mol ahead of the next structure.


one.
Entry from OMol25: a molecular structure, C6H14Si (the ωB97M-V functional and the def2-TZVPD basis).

CARTESIAN COORDINATES (ANGSTROEM)
C 0.076 0.963 -0.504
C -0.104 -0.341 -0.678
C 0.082 1.710 0.801
C 0.329 1.960 -1.657
C 0.146 -1.198 -1.891
C -0.888 -1.295 0.768
Si 0.121 -1.583 2.307
H 1.161 2.019 0.927
H -0.171 1.101 1.649
H -0.678 2.567 0.910
H 1.021 2.744 -1.183
H 0.754 1.331 -2.569
H -0.668 2.299 -2.016
H 0.344 -2.124 -1.527
H 0.854 -0.937 -2.547
H -0.741 -1.314 -2.369
H -1.802 -0.513 0.846
H -1.161 -2.064 0.195
H 0.796 -2.949 2.191
H -0.550 -1.900 3.640
H 1.077 -0.477 2.706

Computed Mulliken charges, given in elementary charges: 0.69, 0.51, -1.16, -1.07, -2.01, -1.14, 0.44, 0.30, 0.20, 0.25, 0.34, 0.23, 0.27, 0.52, 0.59, 0.44, 0.36, 0.63, -0.15, -0.14, -0.11


two.
Entry from OMol25: 2 unconnected molecules or ions with the total composition C6H14Si (the ωB97M-V functional and the def2-TZVPD basis).

CARTESIAN COORDINATES (ANGSTROEM)
C -1.958 1.215 -0.828
C -2.101 0.068 -0.219
C -3.405 -0.692 -0.040
C 2.636 -1.025 -0.306
C 1.917 1.393 0.212
C 1.612 0.128 -0.582
Si -0.536 -0.866 0.409
H -0.931 1.588 -0.793
H -2.866 1.608 -1.460
H -3.976 -0.711 -1.026
H -4.031 -0.141 0.688
H -3.177 -1.732 0.389
H 3.632 -0.786 -0.387
H 2.655 -1.242 0.705
H 2.433 -1.980 -0.861
H 1.547 2.331 -0.373
H 2.877 1.716 0.613
H 1.432 1.313 1.209
H 1.478 0.484 -1.605
H -0.815 -2.378 0.060
H -0.577 -0.707 1.826

Computed Mulliken charges, given in elementary charges: -0.59, 0.46, -1.18, -1.54, -0.93, -0.09, 0.42, 0.18, 0.22, 0.31, 0.30, 0.28, 0.50, 0.46, 0.30, 0.24, 0.36, 0.25, 0.31, -0.13, -0.12


one wins, 5.5 kcal/mol ahead of the next structure.


one.
Entry from OMol25: a single C6H13PS3 molecule (the ωB97M-V functional and the def2-TZVPD basis).

CARTESIAN COORDINATES (ANGSTROEM)
C 3.643 -0.814 0.247
C 2.216 -0.253 0.587
C 1.462 0.341 -0.674
C 0.271 1.108 -0.301
C -0.793 0.265 0.424
C -1.781 -0.500 -0.476
S -2.777 0.704 -1.416
P -4.045 0.674 0.286
S -5.986 0.168 -0.376
S -2.886 -1.500 0.555
H 4.250 -0.046 -0.361
H 4.030 -1.049 1.166
H 3.679 -1.790 -0.437
H 2.210 0.571 1.309
H 1.534 -1.052 0.985
H 2.022 1.100 -1.088
H 1.360 -0.424 -1.381
H 0.607 1.800 0.433
H -0.010 1.590 -1.277
H -0.282 -0.446 1.104
H -1.319 0.944 1.114
H -1.224 -1.110 -1.333
H -6.184 -0.281 0.910

Results
SMILES string: CCCCCC1SP(S)S1

Computed Mulliken charges, given in elementary charges: -1.21, -0.27, -0.76, -0.56, -0.65, -0.22, -0.17, 0.19, -0.22, -0.23, 0.29, 0.41, 0.25, 0.32, 0.23, 0.47, 0.34, 0.35, 0.26, 0.28, 0.43, 0.31, 0.16


two.
Entry from OMol25: 2 unconnected molecules or ions with the total composition C6H13PS3 (the ωB97M-V functional and the def2-TZVPD basis).

CARTESIAN COORDINATES (ANGSTROEM)
C 0.448 -3.057 -0.774
C 0.157 -1.692 -1.155
C 0.710 -0.659 -0.140
C 0.920 0.854 -0.484
C 1.204 1.902 0.739
C 0.174 1.946 1.749
S -0.157 3.128 2.783
H 0.558 -3.123 0.329
H -0.503 -3.652 -0.853
H 1.340 -3.349 -1.167
H -0.894 -1.444 -1.324
H 0.608 -1.422 -2.047
H 0.073 -0.856 0.709
H 1.636 -0.933 0.306
H 1.912 0.800 -0.830
H 0.253 1.219 -1.246
H 2.182 1.738 1.194
H 1.237 2.920 0.324
H -0.531 1.109 1.753
S -1.909 2.823 -0.344
P -3.485 2.035 0.386
S -3.537 -0.043 0.431
H -2.395 -0.241 -0.339

Results
SMILES string: CCCCCC=S.S=PS

Computed Mulliken charges, given in elementary charges: -1.23, -0.38, -0.78, -0.73, -0.63, -0.39, -0.16, 0.33, 0.31, 0.39, 0.17, 0.41, 0.48, 0.46, 0.33, 0.47, 0.41, 0.34, 0.25, -0.19, 0.25, -0.22, 0.11


one wins, 14.9 kcal/mol ahead of the next structure.


one.
Entry from OMol25: 2 unconnected molecules or ions with the total composition CH8NO (the ωB97M-V functional and the def2-TZVPD basis).

CARTESIAN COORDINATES (ANGSTROEM)
N 1.298 1.467 0.245
H 2.047 1.007 -0.304
H 0.473 0.880 0.180
H 1.124 2.385 -0.200
H 1.568 1.484 1.280
C -1.297 -1.158 0.252
O -0.205 -0.580 -0.520
H -0.887 -2.072 0.586
H -2.191 -1.271 -0.251
H -1.371 -0.541 1.076
H -0.424 -0.554 -1.435

Results
Charge: +1

Computed Mulliken charges, given in elementary charges: -0.48, 0.37, 0.29, 0.39, 0.42, -0.56, -0.59, 0.26, 0.32, 0.26, 0.32


two.
Entry from OMol25: 2 unconnected molecules or ions with the total composition CH8NO (the ωB97M-V functional and the def2-TZVPD basis).

CARTESIAN COORDINATES (ANGSTROEM)
O -0.970 -1.826 0.959
H -1.260 -2.065 1.856
H -0.661 0.225 0.457
H -0.851 -2.714 0.586
C 0.502 1.033 -1.155
N 0.267 0.606 0.251
H 0.164 0.252 -1.799
H 1.534 1.342 -1.246
H -0.102 1.910 -1.383
H 0.931 -0.109 0.555
H 0.445 1.347 0.921

Results
Charge: +1

Computed Mulliken charges, given in elementary charges: -0.65, 0.33, 0.35, 0.32, -0.76, -0.31, 0.33, 0.33, 0.34, 0.37, 0.35


two wins, 15.9 kcal/mol ahead of the next structure.